(1)
{
  "formula": "C17H39IrOP3Se",
  "method": "wB97M-V/def2-TZVPD",
  "species": ["Ir", "P", "P", "P", "H", "C", "C", "H", "C", "C", "C", "C", "C", "C", "C", "C", "C", "H", "H", "H", "H", "H", "H", "H", "H", "H", "H", "H", "H", "H", "H", "H", "H", "H", "H", "H", "H", "H", "H", "H", "H", "H", "H", "H", "H", "H", "C", "C", "C", "C", "C", "C", "Se", "H", "H", "H", "H", "H", "H", "O", "H", "H"],
  "positions_angstrom": [[-0.013, -0.024, -0.321], [1.531, 1.079, -1.562], [-0.616, 1.607, 1.170], [-1.854, 0.020, -1.579], [-0.103, -8.058, -1.666], [-0.298, -7.777, -2.709], [0.566, -6.985, -3.376], [1.573, -6.798, -2.966], [3.245, 0.951, -0.922], [1.226, 2.877, -1.594], [1.625, 0.402, -3.245], [-1.662, 1.146, 2.594], [0.849, 2.251, 2.081], [-1.464, 3.054, 0.478], [-2.143, -1.413, -2.696], [-2.031, 1.491, -2.660], [-3.425, 0.012, -0.594], [-1.178, -8.252, -3.174], [0.323, -6.538, -4.349], [3.489, -0.106, -0.737], [3.356, 1.532, 0.006], [3.929, 1.356, -1.683], [1.283, 3.287, -0.577], [0.237, 3.086, -2.015], [1.986, 3.367, -2.214], [1.839, -0.675, -3.199], [2.444, 0.906, -3.778], [0.685, 0.553, -3.788], [-1.874, 2.048, 3.187], [-1.117, 0.422, 3.214], [-2.602, 0.691, 2.263], [0.574, 3.197, 2.566], [1.720, 2.421, 1.436], [1.120, 1.531, 2.867], [-1.550, 3.804, 1.279], [-2.469, 2.791, 0.125], [-0.907, 3.502, -0.350], [-3.042, -1.254, -3.312], [-2.288, -2.338, -2.121], [-1.283, -1.532, -3.367], [-2.949, 1.425, -3.262], [-1.181, 1.576, -3.346], [-2.092, 2.407, -2.062], [-4.287, -0.056, -1.276], [-3.522, 0.930, -0.001], [-3.420, -0.861, 0.076], [-1.410, -3.623, 0.471], [-0.365, -4.080, -0.356], [-0.625, -5.153, -1.211], [-1.899, -5.769, -1.202], [-2.906, -5.298, -0.364], [-2.693, -4.196, 0.437], [-1.285, -2.111, 1.582], [-0.782, -1.582, 0.098], [0.624, -3.590, -0.345], [0.156, -5.554, -1.856], [-2.141, -6.633, -1.824], [-3.856, -5.824, -0.344], [-3.508, -3.774, 1.029], [1.513, -0.744, 1.091], [1.784, -0.109, 1.778], [0.937, -1.398, 1.577]],
  "mulliken_spin": [1.646, 0.245, 0.033, 0.023, -0.001, 0.009, -0.002, 0.000, 0.016, 0.046, 0.028, 0.054, 0.024, 0.027, 0.025, 0.027, 0.021, 0.000, 0.000, 0.000, -0.002, 0.008, -0.003, -0.005, 0.012, 0.004, 0.007, 0.000, 0.010, 0.003, -0.005, 0.003, 0.002, 0.000, 0.008, -0.004, -0.003, 0.002, 0.014, 0.002, 0.004, -0.005, 0.000, 0.005, -0.004, 0.002, 0.234, 0.043, 0.119, 0.210, 0.053, 0.079, 0.679, 0.253, -0.004, 0.016, 0.008, 0.005, 0.005, 0.000, -0.007, 0.031],
  "de_lowest_ev": 0.358,
  "s2": 6.032,
  "spin_multiplicity": 5,
  "total_charge": 3,
  "e_homo_ev": [-16.232, -16.575]
}

(2)
{
  "formula": "C17H39MoOP3Se",
  "method": "wB97M-V/def2-TZVPD",
  "species": ["Mo", "P", "P", "P", "H", "C", "C", "H", "C", "C", "C", "C", "C", "C", "C", "C", "C", "H", "H", "H", "H", "H", "H", "H", "H", "H", "H", "H", "H", "H", "H", "H", "H", "H", "H", "H", "H", "H", "H", "H", "H", "H", "H", "H", "H", "H", "C", "C", "C", "C", "C", "C", "Se", "H", "H", "H", "H", "H", "H", "O", "H", "H"],
  "positions_angstrom": [[-0.480, -0.522, -1.097], [1.000, 1.764, -1.012], [0.132, -0.209, 1.866], [-2.478, 0.779, -0.156], [0.533, -1.952, -3.649], [-0.301, -1.284, -3.388], [0.115, 0.037, -2.911], [1.191, 0.190, -3.078], [2.695, 1.087, -1.188], [1.178, 3.006, 0.315], [0.775, 2.895, -2.467], [-0.179, -1.362, 3.300], [1.952, -0.149, 2.129], [-0.376, 1.277, 2.840], [-3.520, 0.804, -1.646], [-2.587, 2.537, 0.352], [-3.601, 0.073, 1.104], [-1.046, -1.247, -4.195], [-0.484, 0.838, -3.379], [2.667, 0.036, -1.496], [3.254, 1.118, -0.247], [3.233, 1.666, -1.946], [1.732, 2.642, 1.190], [0.189, 3.362, 0.635], [1.729, 3.871, -0.083], [0.886, 2.406, -3.445], [1.497, 3.720, -2.430], [-0.239, 3.310, -2.423], [0.081, -0.845, 4.240], [0.465, -2.248, 3.216], [-1.235, -1.672, 3.330], [2.165, -0.376, 3.185], [2.398, 0.823, 1.890], [2.439, -0.910, 1.508], [0.035, 1.189, 3.857], [-1.469, 1.308, 2.916], [-0.004, 2.207, 2.405], [-4.478, 1.230, -1.304], [-3.666, -0.218, -2.019], [-3.059, 1.435, -2.424], [-3.652, 2.813, 0.414], [-2.097, 3.184, -0.386], [-2.135, 2.667, 1.342], [-4.531, 0.666, 1.086], [-3.158, 0.130, 2.108], [-3.831, -0.971, 0.868], [1.085, -3.173, 0.113], [0.704, -2.534, -1.121], [-0.676, -2.628, -1.502], [-1.619, -2.507, -0.465], [-1.228, -2.961, 0.803], [0.083, -3.398, 1.052], [2.829, -4.033, 0.305], [2.858, -4.263, -1.138], [1.517, -2.591, -1.860], [-0.943, -2.707, -2.573], [-2.673, -2.231, -0.683], [-1.982, -3.076, 1.572], [0.318, -3.905, 1.994], [4.970, -0.305, 1.094], [5.297, -1.088, 1.607], [5.727, 0.296, 1.075]],
  "mulliken_spin": [1.468, -0.073, -0.026, -0.047, -0.003, 0.164, -0.002, 0.012, 0.002, -0.005, -0.001, 0.000, -0.017, -0.005, -0.028, 0.001, -0.005, -0.004, 0.020, 0.004, -0.001, 0.000, 0.001, 0.000, -0.005, 0.002, -0.002, 0.000, -0.003, -0.003, 0.000, -0.002, 0.002, 0.009, -0.002, 0.001, 0.001, -0.001, 0.004, 0.001, -0.002, 0.001, 0.000, -0.003, 0.000, 0.000, 0.006, -0.190, 0.017, 0.079, 0.031, 0.177, 0.393, -0.003, 0.009, 0.025, 0.002, 0.007, -0.008, 0.000, 0.000, 0.000],
  "de_lowest_ev": 3.847,
  "s2": 2.159,
  "spin_multiplicity": 3,
  "total_charge": 4,
  "e_homo_ev": [-21.300, -21.106]
}

(3)
{
  "formula": "C17H39NO12S",
  "method": "wB97M-V/def2-TZVPD",
  "species": ["N", "C", "C", "O", "C", "C", "O", "S", "O", "O", "O", "C", "O", "H", "H", "H", "H", "H", "H", "H", "H", "H", "H", "H", "C", "O", "C", "C", "O", "C", "C", "O", "C", "H", "H", "H", "H", "H", "H", "H", "H", "H", "H", "H", "H", "H", "H", "C", "O", "C", "C", "O", "C", "C", "O", "C", "H", "H", "H", "H", "H", "H", "H", "H", "H", "H", "H", "H", "H", "H"],
  "positions_angstrom": [[-3.506, -3.491, -0.292], [-3.994, -2.203, -0.758], [-4.625, -1.261, 0.280], [-5.982, -1.633, 0.523], [-3.832, -1.160, 1.594], [-3.144, 0.166, 1.872], [-2.383, 0.037, 3.111], [-0.873, -0.379, 2.833], [-0.639, -1.721, 3.227], [-0.041, 0.678, 3.289], [-0.976, -0.336, 1.245], [-2.024, 0.590, 0.903], [-2.253, 0.419, -0.445], [-2.526, -3.471, -0.045], [-4.022, -3.865, 0.494], [-4.764, -2.365, -1.518], [-3.172, -1.673, -1.237], [-4.681, -0.271, -0.184], [-6.036, -2.183, 1.310], [-3.082, -1.951, 1.662], [-4.520, -1.309, 2.430], [-3.856, 0.972, 2.047], [-1.692, 1.604, 1.155], [-2.553, 1.250, -0.828], [2.607, -0.487, 4.927], [3.925, -0.640, 4.441], [4.105, -0.152, 3.127], [5.469, 0.479, 2.951], [5.620, 1.718, 3.626], [5.953, 1.678, 5.003], [7.421, 1.440, 5.281], [7.779, 0.092, 5.049], [9.128, -0.082, 4.688], [1.913, -1.175, 4.433], [2.628, -0.711, 5.992], [2.244, 0.535, 4.781], [3.330, 0.584, 2.882], [4.020, -0.979, 2.407], [5.573, 0.720, 1.890], [6.254, -0.227, 3.227], [5.343, 0.953, 5.544], [5.721, 2.678, 5.376], [7.614, 1.702, 6.332], [8.022, 2.109, 4.652], [9.405, 0.572, 3.854], [9.252, -1.119, 4.382], [9.806, 0.120, 5.527], [0.215, 2.198, -4.263], [-0.493, 1.072, -4.724], [-1.136, 0.334, -3.704], [-2.493, -0.172, -4.134], [-3.469, 0.854, -4.236], [-3.519, 1.590, -5.449], [-4.233, 0.879, -6.577], [-3.436, -0.158, -7.113], [-4.180, -1.206, -7.688], [1.108, 1.916, -3.694], [0.523, 2.769, -5.136], [-0.415, 2.833, -3.628], [-1.261, 0.952, -2.808], [-0.517, -0.529, -3.425], [-2.852, -0.824, -3.333], [-2.419, -0.759, -5.051], [-2.524, 1.904, -5.771], [-4.108, 2.480, -5.213], [-4.457, 1.621, -7.357], [-5.186, 0.479, -6.209], [-4.941, -1.581, -6.994], [-3.484, -2.010, -7.919], [-4.678, -0.894, -8.613]],
  "mulliken_charge": [-0.628, -0.046, 0.256, -0.600, -0.825, -0.052, -0.394, 1.231, -0.587, -0.567, -0.405, -0.109, -0.349, 0.268, 0.258, 0.337, -0.251, 0.267, 0.362, 0.314, 0.368, 0.347, 0.499, 0.262, -0.655, -0.341, -0.439, -0.436, -0.409, -0.356, -0.577, -0.288, -0.756, 0.255, 0.305, 0.296, 0.269, 0.362, 0.371, 0.228, 0.213, 0.360, 0.375, 0.348, 0.328, 0.238, 0.314, -0.762, -0.348, -0.243, -0.161, -0.326, -0.458, -0.583, -0.308, -0.749, 0.338, 0.260, 0.308, 0.085, 0.378, 0.095, 0.278, 0.244, 0.357, 0.398, 0.350, 0.330, 0.239, 0.316],
  "smiles": "NC[C@@H](O)C[C@H]1OS(=O)(=O)O[C@H]1O.COCCOCCOC.COCCOCCOC",
  "spin_multiplicity": 1,
  "total_charge": 0,
  "e_homo_ev": -8.931
}

For each record above, in turn, the calculated F_max values are 0.0547; 0.1074; 0.0058 hartree/bohr.